No. 1
{"formula": "C26H32GdN6OS", "method": "the ωB97M-V functional and the def2-TZVPD basis", "spin_multiplicity": 8, "fmax_ev_per_a": 3.11, "relative_energy_kcal_mol": 23.0, "e_lumo_ev": [-9.67, -11.98], "total_charge": 3, "energy_ha": -2576.795292, "elements": ["Gd", "C", "C", "C", "C", "C", "C", "C", "C", "C", "C", "H", "H", "H", "H", "H", "H", "H", "H", "H", "H", "H", "H", "H", "H", "N", "C", "C", "C", "C", "C", "N", "C", "C", "C", "C", "C", "N", "H", "H", "H", "H", "H", "H", "H", "H", "H", "S", "C", "N", "C", "C", "C", "N", "H", "H", "H", "H", "C", "C", "N", "O", "H", "H", "H", "H", "H"], "xyz": [[-0.218, -0.166, 0.180], [4.522, 2.453, 0.399], [4.656, 0.933, 0.589], [4.380, 0.493, 2.034], [3.669, 0.127, -0.331], [2.765, -0.844, 0.112], [1.872, -1.490, -0.778], [1.781, -1.130, -2.139], [0.873, -1.894, -3.106], [2.635, -0.071, -2.566], [3.567, 0.511, -1.703], [5.089, 2.989, 1.187], [3.486, 2.834, 0.455], [4.916, 2.764, -0.617], [5.603, 0.626, 0.256], [3.394, 0.855, 2.424], [5.093, 0.956, 2.717], [4.388, -0.596, 2.249], [2.792, -1.185, 1.155], [1.287, -2.379, -0.442], [0.133, -2.516, -2.565], [1.420, -2.526, -3.790], [0.317, -1.217, -3.734], [2.628, 0.192, -3.624], [4.269, 1.241, -2.137], [-2.866, -0.015, -2.497], [-2.580, -1.301, -2.027], [-3.154, -2.404, -2.753], [-2.990, -3.710, -2.301], [-2.346, -3.955, -1.069], [-1.828, -2.862, -0.404], [-1.903, -1.557, -0.886], [-2.105, 1.172, -2.291], [-2.674, 2.353, -2.865], [-1.899, 3.486, -3.042], [-0.515, 3.372, -2.750], [-0.089, 2.280, -2.038], [-0.896, 1.205, -1.752], [-3.621, 0.074, -3.179], [-3.834, -2.199, -3.590], [-3.430, -4.497, -2.876], [-2.274, -4.944, -0.672], [-1.511, -2.932, 0.614], [-3.698, 2.331, -3.191], [-2.323, 4.395, -3.449], [0.188, 4.181, -3.016], [0.944, 2.172, -1.774], [0.523, 1.968, 1.945], [-1.170, 1.773, 2.178], [-1.780, 2.506, 3.177], [-3.121, 2.379, 3.491], [-3.923, 1.603, 2.647], [-3.323, 0.931, 1.572], [-1.964, 1.007, 1.379], [-1.184, 3.059, 3.762], [-3.418, 2.823, 4.463], [-4.963, 1.484, 2.866], [-3.882, 0.296, 0.867], [0.818, -1.663, 4.036], [-0.361, -1.829, 3.165], [-1.458, -2.385, 3.652], [-0.262, -1.520, 1.901], [0.508, -1.755, 5.090], [1.213, -0.656, 3.923], [1.580, -2.417, 3.804], [-1.542, -2.604, 4.642], [-2.207, -2.604, 3.027]], "mulliken_charge": [0.625, -1.091, 0.609, -1.406, 0.480, -0.078, -0.498, 1.000, -1.434, -1.038, -0.900, 0.415, 0.193, 0.349, 0.404, 0.114, 0.443, 0.444, 0.153, 0.479, 0.154, 0.495, 0.334, 0.513, 0.427, 0.060, 0.444, -0.957, -0.583, -0.934, -0.157, 0.513, 0.411, -0.925, -0.516, -0.857, -0.185, 0.386, 0.295, 0.448, 0.510, 0.543, 0.207, 0.511, 0.496, 0.424, 0.454, -0.410, 0.182, 0.017, -0.131, -0.967, 0.141, 0.239, 0.269, 0.440, 0.465, 0.504, -0.938, 0.584, -0.311, -0.251, 0.485, 0.176, 0.269, 0.253, 0.208]}

No. 2
{"formula": "C26H32LuN4O4Sb2", "method": "the ωB97M-V functional and the def2-TZVPD basis", "spin_multiplicity": 1, "fmax_ev_per_a": 1.63, "relative_energy_kcal_mol": 0.0, "e_lumo_ev": -9.03, "total_charge": 3, "energy_ha": -3245.081180, "elements": ["Lu", "O", "N", "O", "C", "C", "C", "C", "C", "C", "N", "C", "C", "N", "C", "C", "C", "C", "H", "H", "H", "H", "H", "H", "H", "C", "Sb", "C", "C", "C", "C", "C", "C", "C", "C", "C", "Sb", "C", "C", "H", "H", "H", "H", "H", "H", "H", "H", "H", "H", "H", "H", "H", "H", "H", "H", "H", "H", "H", "H", "N", "C", "C", "O", "O", "H", "H", "H", "H", "H"], "xyz": [[0.525, -0.947, -0.324], [5.637, 0.411, 5.319], [4.570, -0.100, 5.122], [3.885, -0.635, 5.975], [4.033, -0.080, 3.749], [4.959, 0.076, 2.780], [4.557, -0.036, 1.420], [5.501, 0.044, 0.386], [5.070, -0.057, -0.920], [3.723, -0.290, -1.152], [2.803, -0.400, -0.172], [3.212, -0.253, 1.101], [2.219, -0.277, 2.142], [0.914, -0.324, 1.825], [-0.029, -0.252, 2.744], [0.267, -0.189, 4.094], [1.583, -0.184, 4.472], [2.610, -0.221, 3.497], [5.998, 0.212, 3.047], [6.547, 0.186, 0.606], [5.762, 0.050, -1.738], [3.377, -0.427, -2.157], [-1.048, -0.277, 2.399], [-0.488, -0.092, 4.864], [1.854, -0.079, 5.525], [-3.747, -1.024, -2.245], [-2.746, -1.090, -0.372], [-3.518, -2.675, 0.871], [-3.515, 0.733, 0.538], [-3.813, 1.820, -0.450], [-5.090, 1.814, -1.021], [-5.471, 2.761, -1.947], [-4.584, 3.775, -2.294], [-3.344, 3.836, -1.712], [-2.904, 2.824, -0.824], [-1.497, 3.014, -0.290], [-0.038, 2.040, -1.546], [1.721, 3.186, -1.287], [-0.641, 2.563, -3.496], [-3.395, -1.842, -2.867], [-3.481, -0.081, -2.729], [-4.817, -1.095, -2.114], [-4.600, -2.797, 0.768], [-3.298, -2.448, 1.904], [-3.017, -3.619, 0.612], [-2.822, 1.027, 1.311], [-4.425, 0.431, 1.065], [-5.807, 1.071, -0.696], [-6.488, 2.820, -2.340], [-4.925, 4.559, -2.963], [-2.674, 4.655, -1.904], [-1.369, 2.654, 0.735], [-1.233, 4.068, -0.298], [1.472, 4.243, -1.353], [2.395, 2.956, -2.102], [2.178, 2.937, -0.327], [-0.703, 3.648, -3.518], [-1.608, 2.140, -3.727], [0.074, 2.246, -4.242], [1.216, -5.302, -2.300], [0.852, -5.081, -0.852], [0.764, -3.591, -0.653], [0.931, -2.840, -1.665], [0.519, -3.091, 0.462], [2.156, -5.689, -2.392], [1.168, -4.359, -2.739], [0.575, -5.949, -2.737], [1.613, -5.555, -0.232], [-0.110, -5.551, -0.638]], "mulliken_charge": [1.020, -0.543, 0.994, -0.574, -0.171, -0.818, 0.826, -0.556, -0.992, -0.313, -0.103, -0.062, 0.601, -0.004, -0.118, -1.207, -0.469, 0.470, 0.615, 0.530, 0.489, 0.548, 0.503, 0.498, 0.564, -1.148, 0.672, -1.213, -1.300, 0.477, -0.529, -0.772, -0.672, -0.729, 0.685, -1.379, 0.558, -1.276, -1.239, 0.437, 0.274, 0.409, 0.399, 0.416, 0.339, 0.416, 0.727, 0.510, 0.425, 0.451, 0.482, 0.463, 0.690, 0.471, 0.397, 0.348, 0.390, 0.348, 0.465, -0.205, -0.596, 1.055, -1.009, -0.695, 0.372, 0.330, 0.366, 0.353, 0.310]}

No. 3
{"formula": "C26H32MoN3O10P", "method": "the ωB97M-V functional and the def2-TZVPD basis", "spin_multiplicity": 1, "fmax_ev_per_a": 4.07, "relative_energy_kcal_mol": 67.5, "e_lumo_ev": -2.79, "energy_ha": -2336.338391, "elements": ["Mo", "O", "C", "C", "C", "C", "C", "C", "C", "O", "N", "N", "C", "C", "C", "C", "C", "C", "C", "O", "H", "H", "H", "H", "H", "H", "H", "H", "H", "H", "C", "C", "C", "C", "O", "P", "O", "O", "O", "C", "C", "C", "C", "H", "H", "H", "H", "H", "H", "H", "H", "H", "H", "H", "H", "H", "H", "H", "H", "H", "H", "O", "C", "C", "C", "C", "O", "N", "H", "H", "H", "H", "O"], "xyz": [[0.826, -0.652, 0.198], [-0.400, -6.065, -0.687], [0.648, -6.081, 0.158], [1.172, -7.328, 0.497], [2.242, -7.423, 1.362], [2.821, -6.280, 1.911], [2.315, -5.044, 1.575], [1.231, -4.922, 0.700], [0.729, -3.581, 0.372], [1.399, -2.554, 0.798], [-0.323, -3.428, -0.375], [-0.632, -2.071, -0.422], [-1.910, -1.889, -0.202], [-2.638, -0.672, -0.139], [-4.003, -0.666, -0.490], [-4.735, 0.487, -0.392], [-4.119, 1.648, 0.110], [-2.799, 1.657, 0.485], [-2.028, 0.484, 0.377], [-0.797, 0.471, 0.830], [-0.678, -5.139, -0.817], [0.713, -8.207, 0.066], [2.633, -8.400, 1.614], [3.660, -6.360, 2.587], [2.751, -4.140, 1.977], [-2.465, -2.808, -0.048], [-4.457, -1.581, -0.850], [-5.775, 0.504, -0.685], [-4.695, 2.561, 0.197], [-2.328, 2.545, 0.876], [0.163, 4.323, 0.163], [1.529, 4.356, -0.505], [2.649, 4.153, 0.503], [1.714, 5.646, -1.286], [1.628, 3.308, -1.528], [1.201, 1.805, -1.386], [1.875, 0.874, -2.323], [1.299, 1.388, 0.086], [-0.395, 1.759, -1.660], [-0.986, 1.680, -3.000], [-0.306, 2.643, -3.968], [-2.436, 2.084, -2.796], [-0.913, 0.240, -3.495], [0.089, 5.165, 0.853], [0.029, 3.400, 0.726], [-0.631, 4.408, -0.580], [2.688, 5.011, 1.176], [3.604, 4.074, -0.016], [2.492, 3.250, 1.093], [1.673, 6.500, -0.609], [0.928, 5.755, -2.035], [2.678, 5.645, -1.794], [-0.342, 3.662, -3.583], [-0.835, 2.617, -4.922], [0.732, 2.367, -4.144], [-2.500, 3.092, -2.382], [-2.934, 1.394, -2.116], [-2.959, 2.065, -3.753], [0.113, -0.051, -3.703], [-1.509, 0.134, -4.403], [-1.336, -0.429, -2.739], [-0.612, -2.272, 2.591], [0.185, -1.471, 3.035], [0.452, -1.220, 4.504], [1.420, -0.048, 4.521], [1.662, 0.293, 3.057], [2.375, 1.169, 2.655], [0.940, -0.609, 2.284], [0.846, -2.133, 4.948], [-0.503, -1.006, 4.983], [2.384, -0.275, 4.971], [1.024, 0.838, 5.016], [2.468, -0.651, -0.025]], "mulliken_charge": [-0.184, -0.662, 0.388, -0.641, -0.342, -0.897, -0.514, 0.292, 1.583, -0.855, -1.352, 0.551, -0.700, 0.603, -0.696, -0.839, -0.723, -0.736, 1.021, -0.055, 0.566, 0.440, 0.369, 0.419, 0.456, 0.465, 0.482, 0.394, 0.436, 0.432, -1.180, 1.765, -1.431, -1.819, -0.196, -0.176, -0.742, 0.220, 0.837, 1.502, -1.852, -1.546, -1.594, 0.656, -0.042, 0.194, 0.469, 0.339, 0.127, 0.391, 0.389, 0.399, 0.272, 0.487, 0.398, 0.336, 0.275, 0.508, 0.347, 0.479, 0.187, -0.533, 0.108, -0.540, -0.529, -0.015, -0.567, 1.421, 0.295, 0.254, 0.299, 0.284, -0.179]}

No. 4
{"formula": "C26H32N3", "method": "the ωB97M-V functional and the def2-TZVPD basis", "spin_multiplicity": 1, "fmax_ev_per_a": 1.91, "relative_energy_kcal_mol": 37.3, "e_lumo_ev": -4.58, "total_charge": 1, "energy_ha": -1173.929878, "elements": ["C", "C", "N", "C", "C", "C", "C", "C", "C", "C", "C", "C", "C", "C", "C", "C", "C", "C", "C", "H", "H", "H", "H", "H", "H", "H", "H", "H", "H", "H", "H", "H", "H", "H", "H", "H", "H", "C", "C", "C", "C", "N", "C", "N", "C", "C", "C", "H", "H", "H", "H", "H", "H", "H", "H", "H", "H", "H", "H", "H", "H"], "xyz": [[-1.802, -1.738, 0.082], [-0.572, -2.432, 0.493], [-0.561, -3.560, 1.242], [-1.763, -4.235, 1.710], [0.759, -4.008, 1.433], [1.615, -3.124, 0.728], [2.961, -3.446, 0.617], [3.477, -4.581, 1.259], [2.632, -5.396, 2.027], [1.250, -5.128, 2.112], [0.769, -2.061, 0.158], [1.152, -0.931, -0.575], [2.549, -0.614, -0.843], [3.502, -0.532, 0.217], [4.856, -0.355, -0.053], [5.325, -0.278, -1.370], [6.802, -0.136, -1.595], [4.397, -0.317, -2.427], [3.031, -0.425, -2.169], [-1.471, -0.839, -0.436], [-2.428, -2.322, -0.614], [-2.430, -1.435, 0.933], [-1.452, -5.094, 2.301], [-2.378, -3.563, 2.324], [-2.391, -4.577, 0.876], [3.601, -2.808, 0.009], [4.543, -4.817, 1.158], [3.069, -6.237, 2.561], [0.550, -5.722, 2.703], [0.371, -0.311, -1.024], [3.158, -0.665, 1.248], [5.575, -0.314, 0.766], [7.033, 0.011, -2.652], [7.196, 0.732, -1.050], [7.372, -1.006, -1.235], [4.768, -0.278, -3.454], [2.296, -0.435, -2.983], [-3.298, 3.261, 1.994], [-3.232, 4.278, 0.869], [-4.597, 4.940, 0.680], [-2.173, 5.338, 1.197], [-2.939, 3.552, -0.389], [-2.497, 2.279, -0.489], [-2.866, 1.897, -1.749], [-2.831, 0.572, -2.317], [-3.276, 3.002, -2.498], [-3.330, 4.047, -1.645], [-2.428, 2.592, 1.985], [-3.361, 3.812, 2.940], [-4.212, 2.661, 1.887], [-4.623, 5.644, -0.156], [-5.354, 4.162, 0.508], [-4.880, 5.478, 1.589], [-2.121, 6.123, 0.434], [-2.432, 5.811, 2.154], [-1.181, 4.883, 1.313], [-2.951, -0.183, -1.535], [-3.651, 0.438, -3.035], [-1.890, 0.400, -2.859], [-3.490, 2.955, -3.555], [-3.745, 5.032, -1.798]], "mulliken_charge": [-0.577, -0.377, 0.137, -0.866, 0.292, 0.633, 0.067, -0.909, -0.615, -0.983, 1.706, -0.343, 0.004, -0.934, -0.262, 1.004, -1.399, -0.788, -0.715, -0.519, 0.483, 0.411, 0.324, 0.318, 0.320, 0.373, 0.420, 0.395, 0.264, 0.391, 0.464, 0.413, 0.361, 0.350, 0.312, 0.346, 0.439, -1.671, 1.460, -1.709, -1.569, 0.690, -0.728, 0.292, -0.959, -0.705, -0.364, 0.351, 0.440, 0.381, 0.421, 0.404, 0.405, 0.355, 0.403, 0.384, 0.294, 0.403, 0.258, 0.459, 0.364]}